1.
Formula: C21H43Hg2O11S5
Source: the OMol25 dataset
Level of theory: the ωB97M-V functional and the def2-TZVPD basis

Each line ends with the Mulliken charge.
Geometry (Å):
Hg (-3.675, -0.923, -1.028)  1.60
Hg (-0.900, -4.386, -1.180)  1.54
C (-0.776, -1.025, -0.111)  0.79
O (-1.545, -2.032, -0.685)  -0.91
H (-0.455, -0.211, -0.762)  0.39
H (-1.298, -0.589, 0.741)  0.11
H (0.131, -1.578, 0.134)  -0.76
C (2.945, 1.231, -0.779)  -0.26
C (3.275, 2.675, -0.236)  -0.48
C (4.663, 3.041, -0.818)  -0.80
S (5.693, 1.582, -0.859)  1.10
O (6.538, 1.345, 0.358)  -0.60
O (6.376, 1.432, -2.152)  -0.62
C (4.287, 0.430, -0.844)  -0.55
H (2.736, 1.324, -1.845)  0.35
H (2.095, 0.739, -0.306)  -0.05
H (3.422, 2.652, 0.843)  0.22
H (2.477, 3.360, -0.523)  0.36
H (5.229, 3.900, -0.458)  0.49
H (4.490, 3.191, -1.883)  0.37
H (4.346, -0.178, 0.059)  0.13
H (4.390, -0.278, -1.666)  0.47
C (-0.908, -0.961, 4.474)  -0.52
C (0.489, -1.472, 4.580)  -0.71
C (1.486, -0.696, 3.739)  0.02
S (0.956, 1.079, 3.935)  1.01
O (0.871, 1.706, 2.637)  -0.48
O (1.682, 1.677, 5.066)  -0.66
C (-0.781, 0.556, 4.545)  -0.30
H (-1.501, -1.463, 5.238)  0.40
H (-1.385, -1.218, 3.528)  0.11
H (0.551, -2.506, 4.240)  0.26
H (0.862, -1.413, 5.603)  0.34
H (1.358, -0.932, 2.682)  -0.44
H (2.477, -1.062, 4.005)  0.57
H (-1.605, 0.939, 3.943)  -0.08
H (-0.755, 1.091, 5.494)  0.46
C (3.090, -3.881, 2.341)  -0.51
C (3.554, -5.220, 1.685)  -1.04
C (2.795, -5.678, 0.516)  -0.64
S (2.604, -4.051, -0.428)  0.81
O (1.294, -4.066, -1.080)  -0.61
O (3.775, -3.788, -1.232)  -0.49
C (2.574, -3.001, 1.147)  0.07
H (3.825, -3.590, 3.092)  0.43
H (2.187, -4.135, 2.897)  0.21
H (3.676, -6.042, 2.391)  0.49
H (4.558, -4.973, 1.338)  0.37
H (1.815, -6.042, 0.826)  0.34
H (3.216, -6.435, -0.146)  0.45
H (1.518, -2.853, 1.377)  -0.07
H (2.973, -1.987, 1.113)  0.31
C (-1.800, 4.364, 0.302)  -0.22
C (-1.925, 4.008, 1.708)  -0.89
C (-2.734, 2.639, 1.875)  0.00
S (-3.810, 2.671, 0.409)  0.88
O (-5.115, 2.832, 0.967)  -0.65
O (-3.427, 1.556, -0.406)  -0.59
C (-3.165, 4.248, -0.314)  -0.88
H (-1.183, 3.613, -0.191)  0.13
H (-1.276, 5.320, 0.314)  0.37
H (-2.534, 4.733, 2.249)  0.38
H (-1.029, 4.128, 2.317)  0.44
H (-3.298, 2.403, 2.777)  0.58
H (-2.052, 1.789, 1.856)  -0.49
H (-3.907, 4.938, 0.088)  0.41
H (-3.340, 4.253, -1.389)  0.49
C (-4.887, -0.524, -6.195)  -0.66
C (-4.934, 1.060, -5.647)  -0.73
C (-3.698, 1.350, -4.691)  -0.30
S (-2.714, -0.192, -4.432)  0.75
O (-2.551, -0.490, -3.017)  -0.47
O (-1.547, -0.152, -5.337)  -0.56
C (-4.066, -1.347, -5.180)  -0.60
H (-4.433, -0.534, -7.186)  0.38
H (-5.932, -0.813, -6.308)  0.37
H (-5.895, 1.235, -5.162)  0.39
H (-4.932, 1.633, -6.574)  0.29
H (-4.151, 1.517, -3.714)  0.07
H (-3.067, 2.198, -4.958)  0.47
H (-4.656, -1.404, -4.265)  0.26
H (-3.640, -2.315, -5.443)  0.44

The net charge is +3. The calculation puts the maximum force at 0.1345 Eh/bohr. The calculation puts the LUMO energy at -14.05 eV. For the HOMO energy, the calculation gives -15.71 eV.

2.
Formula: C21H43IN8OP
Source: the OMol25 dataset
Level of theory: the ωB97M-V functional and the def2-TZVPD basis

Each line ends with the Mulliken charge.
Geometry (Å):
C (1.170, 0.809, 1.216)  -0.81
C (1.293, -0.787, 1.572)  -0.42
C (0.374, -1.772, 0.611)  -0.46
I (0.034, -3.606, 1.837)  0.08
N (-0.933, -1.134, 0.197)  0.13
C (-1.572, -1.828, -0.994)  -0.52
N (-2.763, -2.750, -0.659)  -0.05
P (-4.203, -1.811, -0.183)  0.22
N (-4.800, -1.017, -1.487)  -0.60
N (-1.148, -1.666, -2.320)  0.65
C (-1.867, -2.360, -3.476)  -0.56
C (-1.727, -3.992, -3.476)  -0.09
N (-0.985, -4.756, -4.343)  -0.53
C (0.004, -0.756, -2.685)  -0.47
C (1.057, -1.368, -3.782)  -0.50
C (2.161, -2.427, -3.154)  -0.27
O (1.811, -3.820, -3.489)  -0.51
H (1.996, 1.103, 0.419)  0.24
H (1.477, 1.401, 2.206)  0.19
H (0.094, 1.180, 0.946)  0.28
H (2.435, -1.083, 1.395)  0.28
H (1.098, -1.033, 2.724)  0.37
H (1.006, -2.127, -0.308)  0.19
H (-1.628, -1.142, 0.984)  0.42
H (-2.476, -3.451, 0.076)  0.34
H (-5.245, -2.683, 0.372)  0.18
H (-3.811, -0.898, 0.860)  0.09
H (-4.720, -0.005, -1.206)  0.22
H (-1.604, -1.859, -4.527)  0.37
H (-3.024, -2.116, -3.315)  -0.01
H (-2.380, -4.577, -2.666)  0.32
H (-1.154, -5.771, -4.074)  0.29
H (-0.481, 0.208, -3.193)  0.34
H (0.633, -0.359, -1.782)  0.13
H (1.699, -0.443, -4.177)  0.43
H (0.569, -1.844, -4.733)  0.27
H (2.362, -2.284, -2.008)  0.18
H (3.206, -2.217, -3.691)  0.27
H (2.097, -4.464, -2.777)  0.31
C (4.191, 2.605, 4.444)  -0.74
C (5.046, 1.354, 4.613)  -0.44
C (6.118, 1.216, 3.530)  -0.44
C (5.459, 1.126, 2.163)  0.31
N (4.913, 1.052, 1.029)  -0.53
H (3.632, 2.590, 3.503)  0.26
H (3.459, 2.677, 5.255)  0.03
H (4.811, 3.509, 4.463)  0.34
H (4.392, 0.473, 4.603)  0.26
H (5.531, 1.384, 5.595)  0.34
H (6.712, 0.312, 3.702)  0.31
H (6.796, 2.076, 3.548)  0.30
C (2.261, 6.370, 8.320)  -1.14
C (2.261, 6.431, 6.796)  -0.39
C (1.164, 5.571, 6.166)  -0.31
C (1.365, 4.115, 6.556)  0.26
N (1.532, 2.908, 6.879)  -0.56
H (2.462, 5.357, 8.684)  0.35
H (3.042, 7.021, 8.726)  0.33
H (1.298, 6.699, 8.726)  0.30
H (3.243, 6.109, 6.428)  0.25
H (2.125, 7.472, 6.482)  0.32
H (1.197, 5.659, 5.075)  0.27
H (0.175, 5.901, 6.504)  0.34
C (-5.197, -2.414, -5.354)  -0.96
C (-5.969, -2.127, -6.638)  -0.59
C (-5.113, -1.442, -7.705)  -0.35
C (-4.607, -0.109, -7.180)  0.23
N (-4.186, 0.998, -6.744)  -0.49
H (-4.847, -1.493, -4.877)  0.31
H (-5.839, -2.929, -4.632)  0.35
H (-4.328, -3.052, -5.553)  0.24
H (-6.836, -1.499, -6.397)  0.33
H (-6.355, -3.070, -7.039)  0.34
H (-5.707, -1.270, -8.609)  0.31
H (-4.258, -2.071, -7.975)  0.28

The net charge is +1. The calculation puts the maximum force at 0.1951 Eh/bohr. The calculation puts the LUMO energy at -4.36 eV. For the HOMO energy, the calculation gives -12.15 eV.

3.
Formula: C21H43LuN2P3SSe
Source: the OMol25 dataset
Level of theory: the ωB97M-V functional and the def2-TZVPD basis

Each line ends with the Mulliken charge.
Geometry (Å):
Lu (-0.908, -0.157, 0.010)  0.80
P (-1.692, -2.666, 0.702)  0.93
P (1.275, -0.579, 1.990)  0.63
P (1.159, -1.182, -1.606)  0.85
H (-2.087, 1.718, -1.398)  0.60
C (-1.704, 0.775, -1.834)  -0.37
C (-2.329, -0.447, -1.659)  -0.84
H (-3.253, -0.561, -1.073)  0.62
C (-2.964, -2.280, 1.983)  -1.26
C (-0.722, -3.960, 1.535)  -1.30
C (-2.665, -3.659, -0.484)  -1.45
C (2.452, 0.794, 2.328)  -1.20
C (0.609, -0.827, 3.673)  -0.96
C (2.458, -1.987, 1.916)  -1.35
C (0.757, -0.944, -3.384)  -1.11
C (1.492, -2.973, -1.556)  -1.29
C (2.856, -0.482, -1.589)  -1.02
H (-0.878, 0.999, -2.545)  -0.28
H (-2.148, -1.277, -2.344)  0.31
H (-3.407, -1.287, 1.809)  0.35
H (-2.523, -2.283, 2.990)  0.31
H (-3.754, -3.041, 1.926)  0.49
H (-0.323, -3.608, 2.493)  0.34
H (0.115, -4.266, 0.897)  0.32
H (-1.359, -4.836, 1.715)  0.49
H (-3.282, -3.006, -1.111)  0.40
H (-3.314, -4.355, 0.062)  0.50
H (-1.992, -4.225, -1.140)  0.38
H (3.261, 0.447, 2.991)  0.44
H (1.927, 1.628, 2.811)  0.28
H (2.882, 1.144, 1.379)  0.28
H (1.395, -1.218, 4.334)  0.50
H (-0.225, -1.541, 3.651)  0.17
H (0.248, 0.120, 4.090)  0.20
H (3.035, -2.020, 2.849)  0.56
H (3.153, -1.880, 1.076)  0.39
H (1.913, -2.930, 1.805)  0.24
H (1.557, -1.382, -4.004)  0.51
H (0.680, 0.131, -3.615)  0.03
H (-0.199, -1.434, -3.627)  0.34
H (2.120, -3.256, -2.406)  0.52
H (0.548, -3.521, -1.618)  0.30
H (1.997, -3.255, -0.629)  0.32
H (3.388, -0.794, -2.503)  0.48
H (3.417, -0.824, -0.710)  0.38
H (2.795, 0.616, -1.565)  -0.06
C (1.121, 3.303, -3.024)  0.27
C (0.017, 3.748, -3.957)  -0.87
C (0.020, 3.072, -5.294)  -0.57
C (1.230, 2.683, -5.815)  -0.36
C (2.377, 2.599, -4.985)  -0.26
C (2.292, 2.790, -3.601)  -0.43
Se (0.671, 3.609, -1.293)  0.17
H (-0.858, 3.643, -3.281)  0.54
H (0.176, 4.830, -4.148)  0.42
H (-0.910, 3.091, -5.870)  0.49
H (1.320, 2.426, -6.882)  0.46
H (3.338, 2.337, -5.428)  0.46
H (3.094, 2.539, -2.912)  0.54
C (-2.794, 1.205, 4.430)  -0.77
N (-1.771, 2.083, 3.885)  0.17
C (-0.896, 2.871, 4.609)  -0.09
C (-0.105, 3.516, 3.717)  -0.70
N (-0.507, 3.097, 2.456)  0.40
C (-1.529, 2.201, 2.561)  0.01
S (-2.500, 1.443, 1.384)  -0.56
H (-3.724, 1.334, 3.871)  0.38
H (-2.499, 0.150, 4.361)  0.23
H (-2.951, 1.471, 5.479)  0.33
H (-0.925, 2.899, 5.687)  0.48
H (0.675, 4.239, 3.875)  0.44
H (-0.122, 3.397, 1.561)  0.01

The net charge is +3. The calculation puts the maximum force at 0.0857 Eh/bohr. The calculation puts the LUMO energy (alpha / beta) at -11.67 / -10.07 eV. For the HOMO energy (alpha / beta), the calculation gives -15.01 / -16.67 eV.

Q: Look up the net charge of the second one.
A: +1

Q: Among the records above, which one has the highest maximum force?
A: C21H43IN8OP

Q: Which of these has the lowest maximum force?
A: C21H43LuN2P3SSe